This record from the OMol25 dataset describes a 2-piece molecular cluster, C11H15N overall in a non-equilibrium geometry. The level of theory is the ωB97M-V functional and the def2-TZVPD basis.

Output
HOMO-LUMO gap: 8.8 eV
HOMO: -0.286 hartree
Relative energy (zero: lowest compared OMol25 entry of this formula, charge and spin): 0.634 eV
SMILES: Cc1c[nH]c2ccccc12.CC

```
! wB97M-V def2-TZVPD RIJCOSX def2/J DEFGRID3
* xyz 0 1
C -1.40533 -1.45276 0.92777
C 1.05555 -0.59190 0.55079
C 0.08347 -1.48218 1.14759
C 2.30602 -1.19834 0.74506
C 0.78950 -2.42118 1.82468
C 0.99609 0.64234 -0.12966
C 2.17102 1.12201 -0.67290
C 3.39305 0.42426 -0.58376
C 3.44309 -0.80632 0.03277
N 2.13561 -2.32463 1.50571
H 0.10426 1.24236 -0.25642
H 2.12231 2.07072 -1.19809
H 4.21236 0.78652 -1.19043
H -1.80865 -2.46471 0.92648
H -1.57694 -1.13190 -0.10390
H 0.39745 -3.20085 2.45670
H 2.85079 -2.96945 1.78881
H 4.30671 -1.45040 -0.10417
H -1.88245 -0.79081 1.64494
C -3.00450 2.49760 -0.56446
C -2.95381 1.49840 -1.72786
H -3.24129 2.02502 0.38224
H -2.08011 3.06827 -0.56804
H -3.77509 3.22946 -0.81988
H -2.59329 2.05751 -2.59280
H -3.83918 0.89628 -1.90932
H -2.20664 0.72470 -1.51184
*
```

natural (NBO) population analysis, charges in e, atoms 1 to 6: -0.63 -0.10 -0.08 0.14 -0.04 -0.20